84
Properties=species:S:1:pos:R:3 method="wB97M-V/def2-TZVPD" total_charge=+1 orbital_gap_ha=0.270 homo_energy_ev=-10.0 lumo_ev=-2.68
Y -0.636 -1.581 0.533
C -2.249 -5.539 -0.536
C -2.365 -4.097 -0.129
O -1.312 -3.607 0.475
C -3.507 -3.378 -0.364
C -3.810 -2.086 0.188
C -5.245 -1.726 0.410
N -2.849 -1.294 0.570
N -3.201 -0.182 1.374
C -2.295 0.006 2.288
O -1.215 -0.723 2.430
C -2.455 1.155 3.220
C -1.411 1.492 4.073
C -1.515 2.601 4.902
C -2.667 3.372 4.886
C -3.721 3.030 4.045
C -3.616 1.928 3.213
H -1.483 -6.019 0.069
H -1.953 -5.616 -1.586
H -3.191 -6.073 -0.428
H -4.336 -3.909 -0.812
H -5.885 -2.285 -0.269
H -5.401 -0.656 0.298
H -5.528 -1.988 1.432
H -0.523 0.875 4.088
H -0.699 2.860 5.564
H -2.751 4.233 5.536
H -4.627 3.621 4.042
H -4.426 1.656 2.551
N -0.080 5.837 1.761
C 0.404 6.876 2.535
C -0.055 8.174 2.741
C 0.690 8.954 3.600
C 1.848 8.460 4.230
C 2.291 7.174 4.020
C 1.549 6.367 3.154
N 1.749 5.050 2.775
C 0.768 4.779 1.964
C 0.568 3.458 1.354
C -0.374 3.215 0.360
C -0.547 1.921 -0.096
N 0.145 0.885 0.384
C 1.066 1.128 1.325
C 1.325 2.387 1.821
H -0.937 5.840 1.237
H -0.946 8.551 2.258
H 0.377 9.970 3.796
H 2.396 9.113 4.896
H 3.179 6.795 4.507
H -0.992 3.994 -0.064
H -1.302 1.699 -0.841
H 1.564 0.262 1.747
H 2.057 2.540 2.600
N 4.935 -1.273 -1.020
C 3.521 -1.013 -0.826
C 2.932 -2.042 0.120
O 3.749 -2.974 0.518
O 1.761 -2.019 0.466
H 5.524 -0.537 -0.656
H 5.177 -1.431 -1.987
H 4.617 -2.769 0.081
H 2.946 -1.079 -1.753
H 3.308 -0.027 -0.407
S 2.053 -2.744 -5.898
C 1.236 -2.522 -4.360
C 1.019 -3.522 -3.418
C 0.345 -3.201 -2.253
N -0.083 -1.969 -1.961
C 0.133 -1.009 -2.871
C 0.773 -1.234 -4.071
C 2.122 -4.513 -6.024
C 1.061 -5.242 -6.539
C 1.185 -6.622 -6.613
N 2.271 -7.288 -6.227
C 3.289 -6.577 -5.753
C 3.265 -5.195 -5.627
H 1.345 -4.539 -3.580
H 0.157 -3.956 -1.499
H -0.224 -0.016 -2.624
H 0.896 -0.419 -4.771
H 0.157 -4.753 -6.878
H 0.371 -7.217 -7.010
H 4.169 -7.134 -5.451
H 4.120 -4.660 -5.235



83
Properties=species:S:1:pos:R:3 method="wB97M-V/def2-TZVPD" total_charge=+2 orbital_gap_ha="0.254 / 0.267" homo_energy_ev="-13.1 / -13.1" s_squared=20.03 lumo_ev="-6.16 / -5.80" spin_multiplicity=9
Cr -3.458 -0.243 -0.132
Cr 0.354 -2.026 -1.530
C -0.781 -0.208 -0.112
O 0.420 -0.420 -0.001
O -1.391 -0.985 -0.861
O -1.576 0.459 0.555
N -3.744 1.643 -1.500
C -2.830 2.678 -1.413
C -2.482 3.559 -2.475
C -3.211 3.489 -3.638
C -4.159 2.472 -3.735
C -4.479 1.651 -2.659
H -2.216 2.832 -0.538
H -1.598 4.165 -2.344
H -3.002 4.119 -4.490
H -4.789 2.390 -4.608
H -5.216 0.862 -2.666
N 0.093 -3.367 0.302
C 0.793 -3.169 1.496
C 0.435 -3.691 2.716
C -0.545 -4.622 2.820
C -1.227 -4.977 1.606
C -0.917 -4.310 0.421
H 1.527 -2.381 1.573
H 0.967 -3.542 3.645
H -0.863 -5.173 3.693
H -1.995 -5.720 1.760
H -1.505 -4.531 -0.458
N 1.498 3.662 -0.785
C 1.656 5.008 -0.914
C 0.990 5.921 -0.142
C 0.225 5.532 0.982
C 0.072 4.133 1.264
C 0.795 3.226 0.359
H 2.174 5.325 -1.807
H 1.071 6.969 -0.392
H -0.327 6.300 1.503
H -0.428 3.793 2.159
H 0.886 2.152 0.429
N -3.493 -1.669 1.614
C -3.115 -1.228 2.855
C -3.202 -1.895 4.093
C -3.687 -3.194 3.991
C -4.252 -3.717 2.780
C -4.019 -2.945 1.616
H -2.663 -0.253 2.957
H -2.732 -1.512 4.987
H -3.819 -3.826 4.857
H -4.635 -4.725 2.721
H -4.359 -3.356 0.677
N 0.583 -0.418 -3.156
C 0.823 0.879 -2.913
C 0.807 1.925 -3.901
C 0.791 1.525 -5.212
C 0.687 0.163 -5.543
C 0.672 -0.706 -4.479
H 0.911 1.157 -1.873
H 0.948 2.933 -3.539
H 0.638 2.323 -5.923
H 0.839 -0.067 -6.587
H 0.660 -1.763 -4.698
N 1.884 1.548 5.226
C 2.703 2.198 4.376
C 2.934 1.822 3.040
C 2.265 0.671 2.675
C 1.388 -0.025 3.548
C 1.306 0.446 4.849
H 3.162 3.077 4.805
H 3.626 2.457 2.507
H 2.305 0.414 1.626
H 0.826 -0.883 3.211
H 0.645 0.035 5.597
N 2.650 -2.256 -1.443
C 3.404 -1.144 -1.121
C 4.801 -1.086 -1.084
C 5.481 -2.235 -1.563
C 4.773 -3.327 -1.940
C 3.386 -3.324 -1.812
H 2.905 -0.243 -0.797
H 5.427 -0.283 -0.722
H 6.545 -2.122 -1.710
H 5.164 -4.219 -2.406
H 2.823 -4.123 -2.271



Which energy above the lowest of the compared OMol25 structures with the same formula, charge and spin belongs to each record? In order, 10.5, 59.2 kcal/mol.